46
Properties=species:S:1:pos:R:3 method="wB97M-V/def2-TZVPD" charge=-1 spin_multiplicity=1 orbital_gap_ev=4.957
C 3.274 -2.945 2.758
C 3.978 -3.093 1.285
O 3.201 -2.543 0.163
B 3.297 -1.059 0.242
O 4.609 -0.412 0.004
Ga 1.603 0.089 0.643
C 2.193 2.028 1.117
C 3.574 2.106 2.022
O 0.466 -0.625 1.986
C -0.794 -1.149 1.438
C -2.146 -0.370 2.019
C -3.492 -0.825 1.150
O -2.447 -0.741 3.429
H 2.989 -4.038 3.125
H 2.280 -2.327 2.777
H 4.045 -2.405 3.459
H 5.068 -2.651 1.355
H 4.107 -4.257 1.087
H 4.475 0.533 -0.336
H 0.795 0.195 -0.755
H 1.363 2.636 1.687
H 2.436 2.627 0.117
H 3.284 2.597 3.061
H 4.382 2.805 1.492
H 4.048 1.050 2.254
H -0.870 -1.138 0.269
H -0.941 -2.289 1.761
H -2.057 0.804 1.975
H -3.684 0.009 0.346
H -4.436 -0.958 1.839
H -3.250 -1.888 0.677
H -1.650 -0.501 4.022
C -2.893 2.775 -3.476
C -2.171 2.183 -2.522
C -2.052 0.701 -2.449
O -1.366 0.187 -1.573
C -2.779 -0.099 -3.448
C -3.504 0.493 -4.399
C -3.601 1.976 -4.488
O -4.259 2.491 -5.385
O -4.192 -0.253 -5.339
O -1.506 2.928 -1.565
H -2.987 3.852 -3.541
H -2.698 -1.176 -3.373
H -4.637 0.404 -5.918
H -1.056 2.271 -0.990

18
Properties=species:S:1:pos:R:3 method="wB97M-V/def2-TZVPD" spin_multiplicity=1 de_lowest_ev=7.534 orbital_gap_ev=7.858
C 2.733 -0.834 0.538
C 1.011 0.746 -0.486
C -1.194 0.516 0.195
C -1.329 1.905 0.387
C -1.879 -1.742 -0.105
H 1.958 -1.858 0.670
H 3.833 -1.029 0.253
H 2.892 -0.163 1.781
H 3.264 1.063 -0.564
H 0.782 1.943 -0.937
H -2.321 2.406 0.369
H -0.451 2.469 0.376
H -2.792 -2.185 0.334
H -1.772 -2.074 -1.391
H -0.888 -1.973 0.368
N 2.269 0.116 -0.567
N 0.062 -0.094 0.027
O -2.109 -0.287 -0.081

20
Properties=species:S:1:pos:R:3 method="wB97M-V/def2-TZVPD" spin_multiplicity=1 de_lowest_ev=6.420 orbital_gap_ev="7.306 / 7.306"
C -0.365 -0.822 -0.097
C -0.258 0.534 -0.450
C 1.877 0.466 -0.115
N -0.436 -1.244 1.168
N 2.460 1.337 -1.017
C -2.328 0.038 -0.795
C 2.597 -0.332 0.687
C -3.246 -0.037 0.157
H -0.201 -1.579 -0.853
H -0.410 -0.569 1.918
H -0.486 -2.228 1.371
H 1.952 2.185 -1.218
H 3.463 1.494 -0.948
H -0.442 1.302 0.285
H -0.119 0.794 -1.486
H -2.595 0.231 -1.834
H 3.686 -0.263 0.766
H 2.147 -1.102 1.302
H -4.316 0.067 -0.030
H -2.980 -0.271 1.188

22
Properties=species:S:1:pos:R:3 method="wB97M-V/def2-TZVPD" spin_multiplicity=3 s2=2.0315 de_lowest_ev=0.000 orbital_gap_ev="7.289 / 6.271"
C 1.896 -2.058 -2.457
C 1.946 -1.405 -1.204
C 0.743 -2.704 -2.693
C 0.527 -1.353 -0.600
C -1.190 0.135 0.672
C 0.163 0.960 0.886
C -0.007 -0.416 0.200
C -2.075 -0.646 1.754
C 0.518 2.127 0.077
S -0.568 -2.432 -1.486
Cl 3.804 -2.783 -0.756
H 2.772 -2.003 -3.129
H 2.485 -0.462 -1.107
H 0.445 -3.171 -3.640
H -1.785 0.631 -0.086
H 0.627 0.767 1.824
H -2.789 0.018 2.109
H -1.381 -0.952 2.398
H -2.545 -1.431 1.225
H 1.345 2.076 -0.650
H 0.756 3.088 0.473
H -0.323 2.439 -0.595

15
Properties=species:S:1:pos:R:3 method="wB97M-V/def2-TZVPD" spin_multiplicity=1 de_lowest_ev=5.864 orbital_gap_ev=8.764
C -2.651 -0.622 -1.349
C -2.255 0.406 -0.641
O -1.016 0.577 -0.059
C -0.062 0.114 -0.844
C 1.238 -0.029 -0.288
O 1.045 0.147 1.103
C 2.357 0.030 1.982
H -3.864 -0.510 -1.825
H -1.874 -1.289 -1.628
H -3.027 1.141 -0.283
H 0.057 0.348 -2.048
H 2.211 -0.169 -0.810
H 3.385 0.554 1.571
H 2.616 -1.170 2.214
H 1.842 0.473 2.906

10
Properties=species:S:1:pos:R:3 method="wB97M-V/def2-TZVPD" charge=+1 spin_multiplicity=1 de_lowest_ev=0.651 orbital_gap_ev=12.207
O 1.955 -0.575 0.213
H 2.777 -0.210 0.699
H 2.309 -1.405 -0.247
H 0.148 -0.381 1.071
C -1.300 0.291 -0.079
N -0.534 0.697 -1.078
O -0.795 -0.237 0.988
H -2.387 0.438 -0.115
H 0.302 0.214 -1.167
H -0.892 1.220 -1.832

53
Properties=species:S:1:pos:R:3 method="wB97M-V/def2-TZVPD" charge=+1 spin_multiplicity=1 orbital_gap_ev=7.562
C -4.012 -1.462 -1.931
C -2.560 -0.799 -2.175
C -2.790 0.750 -2.532
C -1.662 -1.593 -3.272
C -0.127 -1.158 -2.981
C 0.389 0.095 -3.788
C 1.822 0.631 -3.555
C 2.770 -0.082 -2.532
C 2.228 -1.344 -1.756
C 0.792 -1.907 -1.964
S 3.453 -2.067 -0.540
C 4.183 -0.510 0.198
C 4.489 -0.335 1.706
C 5.063 1.023 2.255
C 5.308 2.195 1.242
C 5.001 1.978 -0.273
C 4.432 0.638 -0.858
N 4.140 0.429 -2.298
H -4.800 -0.615 -1.989
H -4.277 -2.302 -2.661
H -4.052 -1.812 -0.827
H -1.949 -0.838 -1.193
H -3.477 0.891 -3.441
H -1.825 1.328 -2.766
H -3.250 1.285 -1.612
H -1.952 -1.281 -4.347
H -1.809 -2.730 -3.230
H -0.342 0.611 -4.515
H 2.225 1.537 -4.113
H 0.420 -2.813 -1.366
H 4.286 -1.174 2.460
H 5.278 1.199 3.371
H 5.700 3.206 1.631
H 5.180 2.873 -0.968
H 4.771 -0.332 -2.636
C -2.379 -1.225 2.596
C -1.083 -0.527 2.987
C -1.272 0.590 4.021
O -1.854 1.737 3.407
C -3.280 1.795 3.492
N -0.506 0.105 1.758
H -3.013 -0.603 1.960
H -2.164 -2.140 2.035
H -2.952 -1.507 3.482
H -0.360 -1.264 3.345
H -0.283 0.903 4.372
H -1.830 0.257 4.900
H -3.671 1.249 4.354
H -3.712 1.396 2.572
H -3.576 2.841 3.573
H -0.526 -0.503 0.934
H 0.460 0.417 1.912
H -1.046 0.961 1.557

16
Properties=species:S:1:pos:R:3 method="wB97M-V/def2-TZVPD" charge=+1 spin_multiplicity=6 s2=8.7754 de_lowest_ev=4.661 orbital_gap_ev="5.558 / 6.411"
C 1.265 -0.592 1.799
H 0.898 0.067 3.039
H 2.025 -1.375 1.913
C 1.216 0.808 1.913
H 1.819 1.443 2.586
C 0.681 -2.327 -0.467
C 0.086 -1.458 0.395
O -0.382 0.327 -0.671
C -1.537 0.922 -0.751
O -2.578 0.467 -1.149
O -1.455 2.039 0.038
H 0.214 -3.290 -0.674
H 1.529 -1.958 -1.050
H -0.827 -1.789 0.902
H -2.313 2.338 0.366
Ir 0.702 1.923 0.313